The molecule C5H7NO in a non-equilibrium geometry, computed with the ωB97M-V functional and the def2-TZVPD basis.

Computed properties:
* Kohn-Sham gap: 8.52 eV
* total charge: 0
* 2S+1: 1
* energy above the lowest of the compared OMol25 structures with the same formula, charge and spin: 149.60 kcal per mole
* E: -8829.7157 eV

Last column: natural (NBO) charge in e.
Atoms and positions in Å:
O  1.90489  0.00820  2.89610  -0.69
N  -1.80083  -1.13751  -0.81848  -0.62
C  -1.36383  -1.15981  -2.12787  0.01
C  -1.47412  0.29902  -0.59203  -0.31
C  1.98399  0.67638  1.65458  -0.13
C  0.77114  0.52330  0.83298  -0.02
C  -0.25854  0.43011  0.20995  -0.04
H  2.18414  1.75116  1.78385  0.19
H  1.12468  0.34070  3.35774  0.47
H  -1.29901  -1.71735  -0.14160  0.36
H  -1.25658  0.65922  -1.61459  0.27
H  -2.31898  0.87668  -0.22620  0.23
H  -0.39779  -1.70587  -2.14272  0.08
H  2.84561  0.24804  1.13389  0.21



A cluster of 9 separate species, C30H82N4O11 in total in a non-equilibrium geometry, computed with the ωB97M-V functional and the def2-TZVPD basis.

Computed properties:
* Kohn-Sham gap (spin up / spin down): 1.33 / 8.36 eV
* total charge: -1
* 2S+1: 2
* E: -60912.5011 eV

Last column: Löwdin spin population.
Atoms and positions in Å:
O  -12.24555  -1.02997  2.30709  0.00
O  -17.95304  -0.03201  3.11467  0.00
O  -11.01976  0.99540  0.89960  0.00
O  -19.24839  -5.31665  3.06948  0.02
O  -15.14837  -1.85780  -0.77849  0.01
O  -9.78118  -2.82660  6.12783  0.00
O  -11.10492  8.31332  -3.49884  0.00
O  -18.71370  -0.84569  -1.26495  0.01
O  -14.96311  4.79669  -2.28877  0.00
O  -14.91623  -4.98519  -1.06809  0.18
O  -12.69243  -0.03161  -4.81520  0.01
N  -16.70840  -2.68153  2.79158  0.00
N  -11.23193  -3.63786  3.65782  0.00
N  -13.47300  6.86375  -5.07810  0.00
N  -17.09177  1.42648  -0.28830  0.00
C  -11.09053  3.42889  0.56987  0.00
C  -9.94105  -2.01984  7.28420  0.01
C  -10.19945  8.69808  -2.44695  0.00
C  -16.75614  0.80018  1.04123  0.00
C  -18.04617  -4.69329  3.39292  0.02
C  -11.75915  -3.77558  5.05752  0.01
C  -10.50480  -3.96948  6.00193  0.00
C  -11.57313  -2.20416  -4.78814  0.03
C  -13.50243  -0.76206  2.99033  0.01
C  -18.79791  0.42753  -3.28069  0.01
C  -11.05023  2.23123  1.56559  0.00
C  -12.30849  -3.48520  2.71761  0.02
C  -18.29631  -3.65464  1.09440  0.01
C  -15.61093  1.61789  1.71169  0.00
C  -11.48552  -0.76381  -4.64762  0.02
C  -13.40419  8.16423  -4.39576  0.00
C  -14.85027  3.35042  -2.26467  0.00
C  -18.06383  0.61583  1.88482  0.00
C  -16.10136  -4.81220  -3.04191  0.08
C  -19.19613  -0.27454  3.87605  0.02
C  -13.98922  -1.45540  -1.44288  0.01
C  -17.99385  -3.33259  2.58914  0.00
C  -20.38470  -4.77241  3.82718  0.02
C  -15.01668  5.51464  -3.53692  0.00
C  -13.81093  0.10487  -1.28394  0.00
C  -12.11138  -2.32284  1.78433  0.01
C  -12.50033  8.15520  -3.15700  0.00
C  -18.04463  -0.65475  -2.45454  0.01
C  -16.19309  -4.72698  -1.55144  0.05
C  -13.63846  5.56680  -4.25751  0.01
H  -19.16326  1.32133  -2.77497  0.00
H  -21.26460  -5.20737  3.35318  0.00
H  -15.81876  5.32420  -4.25000  0.00
H  -16.83586  -5.55541  -1.25370  0.03
H  -9.30655  -1.13629  7.21452  0.00
H  -9.83640  -4.71079  5.56395  0.00
H  -18.52053  1.57278  2.13731  0.00
H  -11.03365  -0.65724  -3.66144  0.00
H  -16.60787  -2.30249  3.72235  0.00
H  -14.70286  0.71701  -1.41751  0.00
H  -17.91010  -4.58520  4.46898  0.01
H  -15.22211  6.52050  -3.17068  0.00
H  -13.43380  0.37708  -0.29816  0.00
H  -13.22748  8.93477  -5.14619  0.00
H  -19.91954  -0.71695  3.19119  0.00
H  -15.72967  3.09008  -2.85372  0.00
H  -9.55147  -2.63856  8.09260  0.00
H  -19.72573  0.07533  -3.73144  0.00
H  -17.78988  -2.89989  0.49276  0.00
H  -15.18485  -2.81223  -0.87512  0.01
H  -12.35588  -2.55869  -5.45874  0.01
H  -13.41051  0.21833  3.45777  0.00
H  -11.19482  0.20752  1.41941  0.00
H  -18.83604  -0.79569  4.76308  0.01
H  -15.41482  1.16187  2.68208  0.00
H  -10.85388  4.33691  1.12449  0.00
H  -13.04505  0.41399  -1.99528  0.00
H  -15.64813  -5.72517  -3.42811  0.03
H  -10.45876  3.35047  -0.31490  0.00
H  -14.08271  2.87263  -2.87349  0.00
H  -16.59755  -3.78790  -1.17376  0.00
H  -15.93545  2.65843  1.70333  0.00
H  -10.11891  2.40129  2.10577  0.00
H  -13.07017  -2.00069  -1.22816  0.01
H  -19.34998  -3.77208  0.84126  0.01
H  -20.53825  -5.17536  4.82825  0.00
H  -10.16101  7.87245  -1.73634  0.00
H  -9.17028  8.61981  -2.79735  0.00
H  -10.64105  -2.62649  -5.16360  0.00
H  -14.31371  -0.73116  2.26303  0.00
H  -14.00948  -1.66208  -2.51291  0.00
H  -17.75536  -4.58791  0.93797  0.01
H  -18.77884  -2.71828  3.03019  0.00
H  -16.98155  -0.53268  -2.24705  0.00
H  -12.34200  -2.89555  5.32945  0.00
H  -11.18679  -2.37278  1.20924  0.01
H  -10.85560  -4.26953  6.98935  0.00
H  -13.30304  -3.58347  3.15273  0.00
H  -13.81279  -1.55161  3.67471  0.00
H  -17.25643  -5.39629  3.12795  0.02
H  -15.45917  -4.02532  -3.43753  0.01
H  -12.11766  3.57283  0.23463  0.00
H  -15.00235  2.80250  -1.33475  0.00
H  -18.14404  0.82852  -4.05514  0.00
H  -13.51886  4.68064  -4.88081  0.00
H  -20.43601  -3.68506  3.88327  0.00
H  -16.31871  -0.18596  0.88543  0.00
H  -12.32185  -4.69418  5.22371  0.01
H  -12.77078  7.29077  -2.55060  0.00
H  -11.81709  2.28101  2.33862  0.00
H  -10.97601  -1.77033  7.51805  0.00
H  -12.72959  9.03356  -2.55366  0.00
H  -17.63407  2.27034  -0.17034  0.00
H  -10.42153  -3.05484  3.50475  0.00
H  -19.63253  0.67930  4.17241  0.00
H  -14.36091  8.47895  -3.97890  0.00
H  -18.14101  -1.32098  -0.65856  0.00
H  -14.79612  -5.92888  -1.19709  0.07
H  -17.05313  -4.84857  -3.57192  0.01
H  -12.62445  6.65742  -5.58553  0.00
H  -12.93109  -2.46208  1.07949  0.00
H  -18.05590  -1.58220  -3.02710  0.00
H  -12.26353  -4.40091  2.12806  0.01
H  -18.79616  0.10926  1.25618  0.00
H  -12.53922  0.91101  -4.91327  0.01
H  -11.72928  -2.81217  -3.89705  0.01
H  -10.29379  9.68206  -1.98762  0.00
H  -14.76861  1.71255  1.02638  0.00
H  -17.59186  0.83714  -0.93844  0.00
H  -10.62118  -0.34953  -5.16665  0.00
H  -12.83837  5.52004  -3.51875  0.00
H  -16.41885  -1.95496  2.15256  0.00



A structure of composition C8H13P in a non-equilibrium geometry, computed with the ωB97M-V functional and the def2-TZVPD basis.

Computed properties:
* Kohn-Sham gap: 9.06 eV
* total charge: 0
* 2S+1: 1
* energy above the lowest of the compared OMol25 structures with the same formula, charge and spin: 67.00 kcal per mole
* E: -17790.6247 eV

Last column: natural (NBO) charge in e.
Atoms and positions in Å:
P  2.63544  -1.44200  -0.58388  0.37
C  0.66565  0.67088  -0.49988  -0.28
C  1.81200  -0.09676  0.07350  -0.31
C  -0.60397  -1.29293  0.64443  0.07
C  0.51532  0.60205  -2.02357  -0.60
C  -0.98027  -2.24297  1.46728  -0.48
C  -1.94074  0.64325  0.27634  -0.62
C  -0.62918  -0.00795  0.29448  -0.04
C  2.18937  0.14710  1.47943  -0.68
H  1.42473  0.92937  -2.41144  0.21
H  -1.87542  1.57063  0.72355  0.21
H  3.20404  -0.14206  1.70201  0.23
H  -0.25891  1.13644  -2.50116  0.21
H  1.66635  -0.57194  2.09364  0.24
H  2.10542  1.24005  1.74736  0.22
H  -2.35970  0.77135  -0.70396  0.21
H  -1.28763  -3.17490  1.08894  0.21
H  -2.60546  0.06440  0.71408  0.22
H  -0.77875  -2.07242  2.55741  0.22
H  0.69700  1.73182  -0.19772  0.22
H  2.27476  -1.66605  -2.28324  -0.05
H  0.49415  -0.37630  -2.31267  0.22



A cluster of 2 separate species, C2H5NO4 in total, computed with the ωB97M-V functional and the def2-TZVPD basis.

Computed properties:
* Kohn-Sham gap (spin up / spin down): 9.05 / 9.14 eV
* total charge: 0
* 2S+1: 1
* energy above the lowest of the compared OMol25 structures with the same formula, charge and spin: 123.88 kcal per mole
* E: -11831.4208 eV

Last column: natural (NBO) charge in e.
Atoms and positions in Å:
O  0.18519  -2.57322  0.52279  -0.66
O  -0.84685  -0.67326  0.15437  -0.52
O  2.81213  0.22943  -0.50498  -0.46
O  1.12276  -0.70145  1.25923  -0.68
N  1.80077  0.32898  -1.25489  -0.05
C  0.22546  -1.25527  0.68102  1.01
C  -0.86643  0.75073  0.12614  -0.27
H  -0.62881  -2.84662  0.07834  0.50
H  -0.00206  1.10345  -0.44341  0.22
H  2.56848  -0.12228  0.40403  0.50
H  -1.79211  1.02817  -0.36839  0.20
H  -0.84104  1.15501  1.13900  0.19



A structure of composition C46H51IrN5O2P2S, computed with the ωB97M-V functional and the def2-TZVPD basis.

Computed properties:
* Kohn-Sham gap: 5.33 eV
* total charge: +3
* 2S+1: 1
* energy above the lowest of the compared OMol25 structures with the same formula, charge and spin: 0.00 kcal per mole
* E: -92307.8232 eV

Last column: Löwdin charge in e.
Atoms and positions in Å:
Ir  -0.14009  -0.63186  -0.00323  1.07
S  -3.53538  4.52905  -3.68635  0.82
P  -0.65494  1.52555  -0.42423  0.88
P  -0.48905  -0.30148  -2.25134  0.85
O  -5.12960  -4.01032  3.33809  -0.03
O  -1.23655  -1.47069  6.76491  -0.03
N  1.74550  -0.05416  -0.30109  0.00
N  4.14893  0.37590  -0.46263  -0.04
N  0.09877  -0.80452  2.09874  -0.06
N  -0.68644  1.38981  -2.10453  -0.35
N  -1.69233  -1.93582  0.51958  -0.06
C  2.29759  4.65215  1.07816  -0.04
C  1.11396  -0.31053  2.81955  -0.10
C  -3.31562  -1.78695  -4.80109  -0.03
C  2.18207  -2.17170  -4.66025  -0.04
C  -1.94591  -2.01771  1.85515  -0.18
C  2.90803  -1.11125  -5.18936  -0.04
C  0.59192  2.68550  0.12347  -0.33
C  6.32212  1.99998  -1.38249  -0.18
C  -3.78210  -3.51170  1.47222  -0.12
C  5.55710  1.08969  -2.34091  -0.17
C  2.62443  0.19182  -4.80459  -0.06
C  -2.08225  -1.47040  -4.24458  -0.06
C  -2.20986  2.02660  0.29882  -0.33
C  -4.48410  -1.48252  -4.12052  -0.03
C  -2.41472  -2.70607  -0.31146  -0.09
C  0.04828  -0.91343  4.87126  -0.12
C  -2.02392  -0.86879  -2.98921  -0.37
C  -4.54063  2.88502  1.54103  -0.03
C  0.75976  2.85449  1.50124  -0.09
C  0.01638  -0.97749  6.36957  -0.19
C  -2.99793  -2.75677  2.34357  0.09
C  -0.99472  -1.44269  4.11600  0.09
C  -1.87192  4.30081  -4.37247  -0.47
C  -4.92290  -4.33571  1.98896  -0.19
C  1.15260  -1.92777  -3.76606  -0.10
C  -4.19268  3.38902  0.29565  -0.03
C  4.82888  1.27579  0.50212  -0.10
C  -4.45993  4.89446  -5.18987  -0.39
C  -1.44564  2.14417  -3.14407  -0.24
C  -0.94021  -1.38396  2.73830  -0.20
C  -4.43044  -0.85688  -2.87732  -0.04
C  1.12801  -0.35025  4.19596  0.03
C  5.42478  2.46152  -0.23678  -0.16
C  -0.98743  3.57663  -3.35725  -0.28
C  -3.20719  -0.55298  -2.31033  -0.13
C  1.61682  0.44322  -3.88352  -0.08
C  2.88501  0.13852  -0.41091  -0.17
C  1.61774  3.83068  1.97432  -0.04
C  -2.55943  1.52793  1.55713  -0.10
C  2.13232  4.48328  -0.28754  -0.05
C  1.28412  3.49363  -0.77007  -0.07
C  -3.72114  1.95880  2.17442  -0.04
C  4.96749  -0.10210  -1.60617  -0.10
C  -3.02814  2.96923  -0.32744  -0.06
C  -3.44154  -3.51206  0.12535  0.04
C  0.85769  -0.61569  -3.38712  -0.36
H  -5.44246  -1.72054  -4.56254  0.12
H  -1.92592  0.80888  2.05976  0.07
H  -1.28268  -1.52361  7.72547  0.12
H  2.40404  -3.18616  -4.96269  0.12
H  4.75043  1.64906  -2.82400  0.11
H  -2.15813  -2.66414  -1.35773  0.10
H  4.61297  3.07979  -0.62559  0.10
H  0.83775  -1.62728  6.69702  0.15
H  0.57578  -2.76023  -3.37858  0.12
H  -2.77707  3.39890  -1.28567  0.05
H  6.21618  0.72017  -3.12848  0.13
H  -1.93790  3.73853  -5.30657  0.09
H  5.75725  -0.72984  -1.18805  0.14
H  -5.44842  3.22088  2.02404  0.13
H  2.65412  5.12826  -0.98240  0.12
H  1.16537  3.36122  -1.83487  0.08
H  -2.50806  2.10812  -2.90575  0.08
H  -1.82723  -1.89779  4.63008  0.13
H  0.04554  3.58363  -3.71512  0.11
H  -4.43994  4.04896  -5.87423  0.04
H  -5.34451  -0.60127  -2.35787  0.12
H  -1.43529  5.27314  -4.59800  0.09
H  -3.17581  -0.05874  -1.34323  0.10
H  -3.35917  -2.25760  -5.77379  0.12
H  -1.32181  1.58452  -4.07416  0.13
H  3.18266  1.01468  -5.23031  0.12
H  0.17786  2.26893  2.20456  0.10
H  -3.21949  -2.79298  3.39913  0.13
H  3.69163  -1.30365  -5.91040  0.12
H  -5.48724  5.08677  -4.88840  0.04
H  -4.06728  5.78568  -5.67442  0.05
H  1.73258  3.97977  3.03988  0.12
H  1.38948  1.46108  -3.59032  0.09
H  5.61015  0.68516  0.98512  0.14
H  -3.97842  -4.11924  -0.59154  0.14
H  0.21361  0.02463  6.76753  0.15
H  -3.98886  1.57444  3.14968  0.12
H  4.33435  -0.72146  -2.23943  0.12
H  -1.17950  -1.68304  -4.80050  0.11
H  1.97578  0.05498  4.73284  0.14
H  -1.00528  4.13819  -2.41660  0.10
H  7.18785  1.46432  -0.98200  0.13
H  6.71301  2.86366  -1.91922  0.12
H  1.92745  0.12634  2.25748  0.10
H  2.94887  5.43182  1.45068  0.13
H  5.98678  3.06903  0.47391  0.13
H  -4.82185  4.11897  -0.19579  0.12
H  -5.80627  -4.13456  1.37177  0.15
H  -4.66343  -5.39325  1.85250  0.15
H  -5.80989  -4.57853  3.71476  0.12
H  4.10602  1.57506  1.26092  0.12